Record 1
Density functional theory data (the ωB97M-V functional and the def2-TZVPD basis) for C17H12N8O2PdSe as an isolated structure.

Structure (XYZ):
```
41
Properties=species:S:1:pos:R:3:forces:R:3
Pd 0.512 0.150 1.575 0.044 0.053 0.059
N -1.548 -1.724 2.885 -0.053 -0.027 -0.136
C -2.199 -0.926 2.038 -0.011 0.030 0.219
N -3.503 -1.135 1.879 -0.027 -0.011 -0.054
C -4.109 -0.319 1.028 0.014 -0.010 -0.003
N -5.421 -0.497 0.818 0.008 -0.007 -0.009
N -3.520 0.692 0.361 -0.011 0.047 0.032
C -2.233 0.839 0.579 0.013 -0.051 -0.129
N -1.512 0.053 1.391 0.023 -0.013 0.009
C -1.564 1.962 -0.152 0.011 0.018 0.012
C -2.299 2.741 -1.037 0.024 -0.018 0.026
C -1.653 3.780 -1.684 -0.017 0.011 -0.013
C -0.311 4.005 -1.427 0.012 0.004 -0.012
C 0.336 3.173 -0.526 -0.029 -0.002 -0.018
N -0.276 2.173 0.094 -0.007 0.039 0.022
H -2.110 -2.332 3.455 -0.001 -0.007 0.008
H -0.627 -1.485 3.218 0.001 -0.043 0.011
H -5.891 -1.262 1.265 -0.002 0.001 -0.001
H -5.894 0.080 0.148 -0.002 0.006 0.005
H -3.343 2.526 -1.200 -0.007 -0.006 -0.002
H -2.193 4.409 -2.380 0.001 -0.003 -0.002
H 0.227 4.808 -1.911 0.002 0.000 0.008
H 1.385 3.312 -0.290 0.007 -0.003 0.002
O 2.638 -0.168 1.305 -0.047 0.073 0.060
C 2.362 -0.745 0.231 0.010 -0.070 0.016
N 1.064 -0.864 -0.079 -0.044 -0.023 0.001
C 0.909 -1.479 -1.312 0.016 0.214 -0.121
O -0.120 -1.689 -1.897 -0.006 -0.068 0.031
C 2.316 -1.787 -1.788 0.012 -0.076 0.035
C 2.752 -2.396 -2.942 -0.002 -0.020 0.016
C 4.129 -2.550 -3.103 -0.002 0.001 -0.014
C 5.024 -2.102 -2.139 0.008 0.007 0.010
C 4.575 -1.482 -0.973 -0.008 0.015 -0.012
C 3.213 -1.338 -0.827 0.005 0.016 -0.029
H 2.049 -2.744 -3.687 -0.003 0.003 0.002
H 4.511 -3.028 -3.996 0.001 0.003 0.000
H 6.086 -2.237 -2.296 -0.002 -0.005 -0.001
H 5.264 -1.128 -0.219 -0.001 -0.003 0.002
Se 0.309 -0.682 5.805 -0.013 0.005 0.079
C 0.328 0.357 4.378 0.085 0.274 -0.044
N 0.335 1.037 3.414 -0.001 -0.355 -0.064
```
Positions in Å, forces in eV/Å.

Output
Relative energy (zero: lowest compared OMol25 entry of this formula, charge and spin) in kcal/mol: 0.0
Maximum force in eV Å⁻¹: 0.36
Orbital gap in eV: 7.3
Charge: 0
2S+1: 1

Record 2
Density functional theory data (the ωB97M-V functional and the def2-TZVPD basis) for a 14-piece molecular cluster, C22H43BCl26N3O4P overall.

Structure (XYZ):
```
100
Properties=species:S:1:pos:R:3:forces:R:3
N -1.414 2.180 2.383 0.131 0.087 0.041
C -1.093 1.942 1.307 -0.240 -0.106 0.041
C -0.683 1.637 -0.068 -0.071 0.239 -0.274
C 0.129 2.837 -0.606 0.323 0.023 0.227
C 1.281 2.422 -1.528 0.147 0.226 0.630
C 2.431 1.755 -0.734 -0.247 -0.348 0.013
C 2.666 0.262 -1.041 0.267 0.453 -0.082
C 2.998 -0.562 0.187 -0.228 -0.433 0.238
N 1.792 -0.868 0.965 -0.196 0.078 -0.121
C -1.902 1.200 -0.979 0.225 -0.382 0.739
C -1.886 1.878 -2.254 0.080 0.183 -0.116
N -1.866 2.408 -3.276 -0.055 -0.066 -0.044
B -1.831 -0.381 -1.309 0.219 -0.118 -0.114
O -0.652 -0.992 -1.632 -0.526 0.011 -0.577
O -2.967 -1.153 -1.228 0.008 0.241 -0.065
P -3.703 1.461 -0.330 -0.449 0.184 -0.967
O -3.600 2.956 0.287 -0.148 -0.301 0.423
O -3.742 0.607 1.057 0.395 0.053 0.119
H -0.001 0.786 0.011 -0.047 -0.055 0.027
H 0.595 3.329 0.251 -0.081 0.055 0.031
H -0.522 3.586 -1.056 -0.116 -0.140 -0.101
H 0.928 1.756 -2.318 0.064 0.193 -0.221
H 1.669 3.348 -1.950 -0.136 -0.125 -0.438
H 2.226 1.849 0.339 -0.018 0.095 0.005
H 3.355 2.307 -0.904 0.033 -0.005 0.035
H 3.487 0.173 -1.756 -0.047 -0.036 -0.069
H 1.780 -0.156 -1.518 0.028 -0.166 0.068
H 3.762 -0.080 0.803 0.036 0.170 -0.142
H 3.420 -1.516 -0.140 -0.003 -0.023 0.033
H 2.004 -1.495 1.732 0.055 0.114 -0.068
H 1.418 -0.033 1.403 0.081 0.019 0.045
H -0.137 -0.463 -2.254 0.403 0.069 0.378
H -3.507 -1.106 -2.033 -0.123 -0.162 0.249
H -3.391 2.901 1.237 0.192 0.292 -0.043
H -3.514 -0.329 0.935 -0.181 -0.049 0.057
C -2.702 -3.719 -3.429 0.152 0.068 0.111
Cl -2.948 -5.294 -4.184 0.001 0.009 -0.002
Cl -4.164 -2.712 -3.526 -0.182 -0.103 -0.239
H -2.463 -3.857 -2.381 -0.033 0.008 0.008
H -1.900 -3.203 -3.945 -0.026 0.006 -0.039
C 2.416 -2.067 5.162 -0.012 0.133 0.005
Cl 3.245 -0.525 4.966 -0.032 -0.027 0.046
Cl 2.347 -2.962 3.632 -0.005 -0.291 0.104
H 2.954 -2.668 5.885 0.034 -0.022 -0.045
H 1.400 -1.878 5.488 -0.014 0.026 -0.052
C 2.963 3.269 7.048 -0.027 0.037 0.046
Cl 3.803 2.833 5.555 0.052 0.068 -0.035
Cl 1.813 2.030 7.559 -0.027 0.003 0.021
H 3.701 3.395 7.830 0.016 -0.040 -0.008
H 2.419 4.189 6.876 -0.023 -0.020 -0.034
C -4.752 0.251 3.994 0.074 0.108 -0.080
Cl -4.786 -1.460 3.548 -0.073 0.064 0.117
Cl -5.413 0.531 5.614 -0.024 -0.003 0.019
H -3.723 0.593 3.970 0.016 -0.026 0.023
H -5.352 0.800 3.279 -0.020 -0.035 0.004
C -4.420 5.500 2.397 -0.030 0.037 -0.064
Cl -4.743 3.979 3.245 -0.018 -0.027 0.085
Cl -2.695 5.749 2.117 0.000 0.021 0.006
H -4.926 5.466 1.439 0.045 -0.049 -0.022
H -4.792 6.313 3.008 0.018 -0.017 0.032
C -3.460 -2.621 -6.978 -0.038 0.020 0.096
Cl -1.863 -1.871 -7.098 0.007 -0.040 0.004
Cl -4.157 -3.033 -8.548 0.044 0.014 -0.010
H -3.357 -3.530 -6.398 -0.031 -0.044 -0.063
H -4.117 -1.919 -6.480 -0.038 -0.001 -0.050
C 2.405 -2.049 -6.824 -0.034 -0.015 0.014
Cl 2.039 -3.631 -6.124 0.006 -0.016 -0.004
Cl 1.286 -0.798 -6.265 0.043 0.072 0.031
H 3.413 -1.778 -6.537 -0.262 -0.013 0.087
H 2.321 -2.123 -7.902 -0.043 -0.010 0.003
C -3.998 2.404 8.652 -0.039 0.038 -0.056
Cl -4.236 1.153 9.880 -0.021 -0.001 -0.006
Cl -2.287 2.774 8.398 0.020 -0.008 -0.027
H -4.420 2.054 7.719 0.069 -0.061 -0.032
H -4.502 3.303 8.983 0.095 -0.028 0.012
C 6.866 -2.997 -7.755 -0.050 0.030 0.070
Cl 6.488 -4.579 -7.071 -0.001 -0.004 0.007
Cl 5.696 -1.761 -7.252 0.335 0.045 -0.090
H 7.849 -2.696 -7.415 -0.023 0.015 0.053
H 6.843 -3.077 -8.832 -0.092 0.088 0.053
C -7.816 4.408 9.190 -0.047 -0.002 -0.029
Cl -7.537 3.478 7.711 0.010 0.012 0.002
Cl -6.450 4.305 10.308 -0.107 0.086 0.121
H -7.963 5.447 8.922 0.045 0.000 -0.026
H -8.692 4.009 9.686 0.024 -0.045 0.006
C 6.807 -1.951 0.944 -0.068 -0.057 0.010
Cl 8.289 -1.906 1.905 0.000 -0.006 0.003
Cl 6.366 -0.361 0.311 0.229 0.027 -0.056
H 6.961 -2.620 0.107 0.029 0.022 -0.013
H 5.999 -2.300 1.577 0.004 0.029 0.022
C -1.280 -2.608 2.468 -0.019 0.008 0.177
Cl -2.597 -2.651 1.283 0.248 -0.200 -0.064
Cl -0.914 -0.948 2.954 -0.029 -0.079 0.045
H -1.593 -3.155 3.349 -0.037 -0.001 -0.015
H -0.397 -3.049 2.021 0.004 0.083 -0.070
C 7.059 -4.492 -11.653 -0.050 -0.045 -0.010
Cl 8.249 -4.524 -10.342 0.154 -0.162 -0.181
Cl 6.833 -2.866 -12.304 -0.015 0.000 0.006
H 7.411 -5.140 -12.446 0.040 0.033 -0.009
H 6.112 -4.842 -11.260 0.001 0.023 0.023
```
Positions in Å, forces in eV/Å.

Output
Maximum force in eV Å⁻¹: 1.08
Orbital gap in eV: 9.1
Charge: 0
2S+1: 1

Record 3
Density functional theory data (the ωB97M-V functional and the def2-TZVPD basis) for C46H71N7O2ScSe as an isolated structure.

Structure (XYZ):
```
128
Properties=species:S:1:pos:R:3:forces:R:3
Sc -0.161 0.095 0.145 2.167 -0.706 -0.209
C 2.279 -2.423 0.542 -0.117 -0.131 -0.298
C 1.408 -2.886 -0.618 0.237 -0.129 0.359
N 0.999 -1.762 -1.458 -0.428 0.011 -0.352
C 2.058 -1.231 -2.304 0.018 0.115 -0.014
C 2.709 -0.003 -1.726 0.408 -0.055 -0.359
C 3.824 0.511 -2.379 -0.189 -0.071 0.217
C 4.457 1.618 -1.847 -0.196 0.036 0.191
C 3.967 2.147 -0.666 0.028 -0.183 -0.020
C 2.848 1.567 -0.077 0.370 0.065 0.020
C 2.363 2.103 1.251 0.165 0.094 -0.124
N 1.236 1.353 1.802 -0.562 0.292 -0.062
C 1.632 0.437 2.881 0.063 -0.523 0.230
C 2.364 -0.791 2.339 -0.091 0.317 0.159
N 1.550 -1.429 1.313 -0.422 -0.491 0.343
N 2.206 0.533 -0.616 0.087 0.178 0.210
H 3.195 -1.964 0.161 0.036 -0.016 0.031
H 2.564 -3.297 1.143 0.074 0.092 -0.048
H 0.495 -3.338 -0.215 0.040 -0.067 -0.041
H 1.951 -3.652 -1.191 -0.137 0.063 0.038
H 0.262 -2.113 -2.069 0.167 0.200 0.182
H 1.634 -0.954 -3.271 -0.011 -0.050 0.005
H 2.843 -1.976 -2.509 -0.141 0.054 0.052
H 4.188 0.034 -3.277 0.031 -0.058 -0.072
H 5.325 2.037 -2.330 0.095 0.096 -0.027
H 4.447 2.992 -0.199 0.064 0.121 0.110
H 2.085 3.150 1.113 0.018 -0.046 0.088
H 3.212 2.094 1.950 -0.118 0.035 -0.050
H 0.565 2.005 2.205 0.134 -0.059 -0.059
H 0.710 0.108 3.360 0.127 0.030 -0.005
H 2.260 0.937 3.636 -0.130 -0.018 -0.192
H 2.589 -1.473 3.175 0.028 0.173 -0.127
H 3.318 -0.503 1.888 -0.004 0.024 0.003
H 0.772 -1.900 1.783 0.137 0.175 -0.100
C -5.829 -5.078 1.038 0.109 0.114 0.195
C -5.277 -4.522 2.352 -0.109 -0.153 -0.015
C -4.702 -5.687 3.171 -0.106 0.103 -0.103
C -6.425 -3.858 3.127 0.139 -0.101 -0.133
C -4.173 -3.499 2.136 0.015 -0.037 -0.052
C -3.679 -3.127 0.901 -0.031 -0.010 0.046
C -2.661 -2.193 0.832 0.625 0.308 -0.264
Se -2.074 -1.574 -0.913 -0.793 0.029 0.452
C -3.299 -0.083 -0.967 0.528 -0.071 0.019
C -4.581 -0.354 -1.399 0.062 0.120 -0.016
C -5.531 0.650 -1.398 0.039 -0.112 -0.063
C -5.098 1.905 -0.981 -0.001 -0.168 -0.021
C -3.820 2.201 -0.520 0.355 -0.087 0.113
C -2.850 1.164 -0.482 -1.320 -0.094 -0.456
O -1.614 1.293 -0.043 -0.379 0.506 0.259
C -3.549 3.655 -0.127 0.086 0.157 0.026
C -2.203 3.848 0.575 -0.064 0.038 -0.020
C -4.640 4.170 0.822 0.111 -0.073 -0.124
C -3.544 4.498 -1.414 -0.004 -0.085 0.228
C -6.968 0.417 -1.835 -0.169 -0.003 -0.050
C -7.257 1.239 -3.098 0.026 -0.130 0.163
C -7.920 0.847 -0.711 0.118 -0.061 -0.123
C -7.257 -1.056 -2.143 0.079 0.247 0.044
C -2.046 -1.582 1.942 -0.717 -0.804 -0.235
O -1.039 -0.747 1.763 0.239 0.157 0.293
C -2.566 -1.973 3.208 0.230 0.219 0.021
C -3.592 -2.896 3.249 0.025 -0.029 -0.151
C -2.009 -1.390 4.505 0.061 -0.027 -0.003
C -2.038 0.152 4.421 -0.008 0.015 -0.071
C -2.825 -1.805 5.735 0.112 0.000 -0.206
C -0.583 -1.926 4.705 -0.187 0.067 -0.041
H -6.629 -5.787 1.248 -0.022 -0.037 0.009
H -6.243 -4.283 0.420 -0.052 0.082 -0.127
H -5.057 -5.600 0.475 0.052 -0.039 -0.097
H -5.458 -6.455 3.324 -0.088 -0.091 0.032
H -3.855 -6.133 2.653 0.069 -0.073 -0.044
H -4.361 -5.347 4.144 0.046 -0.015 0.147
H -7.241 -4.562 3.281 -0.076 -0.078 0.027
H -6.087 -3.511 4.100 -0.044 0.054 0.124
H -6.803 -3.002 2.572 -0.086 0.094 -0.030
H -4.066 -3.540 -0.018 -0.098 -0.073 -0.072
H -4.804 -1.360 -1.722 -0.112 -0.033 -0.029
H -5.813 2.711 -1.017 -0.091 0.133 0.029
H -2.121 3.201 1.446 0.046 0.017 0.063
H -1.403 3.606 -0.116 0.085 0.056 0.035
H -2.092 4.885 0.895 -0.086 0.100 -0.003
H -4.725 3.523 1.691 -0.018 -0.061 0.124
H -4.392 5.174 1.163 0.025 0.116 0.025
H -5.609 4.219 0.338 -0.169 0.019 -0.019
H -2.779 4.136 -2.100 0.112 -0.028 -0.092
H -4.503 4.439 -1.921 -0.112 0.014 -0.089
H -3.344 5.543 -1.181 0.032 0.157 0.012
H -7.139 2.302 -2.910 0.015 0.158 -0.013
H -6.577 0.953 -3.899 0.063 -0.003 -0.114
H -8.276 1.059 -3.430 -0.135 0.030 -0.070
H -7.828 1.907 -0.492 -0.015 0.145 0.056
H -8.948 0.647 -1.006 -0.138 0.021 0.009
H -7.705 0.289 0.198 -0.015 -0.039 0.117
H -6.660 -1.418 -2.977 0.083 -0.080 -0.094
H -7.071 -1.683 -1.273 0.039 -0.115 0.084
H -8.305 -1.163 -2.414 -0.077 -0.028 -0.031
H -3.969 -3.186 4.213 -0.053 -0.003 0.152
H -2.686 0.469 3.607 -0.030 0.146 -0.018
H -2.427 0.577 5.343 0.043 0.069 0.085
H -1.051 0.574 4.246 0.033 0.057 -0.029
H -3.855 -1.467 5.652 -0.149 0.047 0.047
H -2.819 -2.883 5.879 -0.021 -0.125 0.049
H -2.388 -1.356 6.624 0.047 0.080 0.072
H -0.001 -1.809 3.796 0.133 0.053 -0.088
H -0.089 -1.399 5.517 0.126 0.043 0.133
H -0.614 -2.987 4.944 0.019 -0.119 0.051
C 1.809 5.247 -2.263 -0.264 -0.073 0.008
C 1.124 4.766 -0.995 0.136 0.267 0.007
N 0.888 3.341 -1.106 -0.177 0.094 0.171
C 0.517 2.729 -2.281 0.043 -0.645 0.245
N 0.083 1.509 -2.177 0.026 -0.045 -0.180
C -0.401 0.918 -3.415 0.002 0.080 -0.115
C 0.491 1.294 -4.599 -0.273 0.056 0.143
C 0.459 2.809 -4.728 -0.031 -0.367 -0.225
N 0.729 3.411 -3.438 0.061 0.128 -0.100
C 0.935 4.846 -3.442 0.091 0.297 0.198
H 2.788 4.777 -2.357 0.054 -0.011 -0.019
H 1.942 6.327 -2.239 -0.009 0.048 0.019
H 0.188 5.323 -0.843 0.113 -0.060 0.017
H 1.767 4.946 -0.127 -0.098 0.017 -0.047
H 0.417 2.911 -0.319 -0.055 0.170 -0.241
H -1.422 1.276 -3.608 0.005 -0.184 -0.050
H -0.464 -0.166 -3.282 -0.034 0.047 -0.088
H 0.143 0.826 -5.519 0.030 0.026 -0.037
H 1.520 0.975 -4.408 -0.011 -0.036 -0.020
H -0.520 3.140 -5.105 0.131 -0.041 -0.007
H 1.227 3.148 -5.434 -0.149 0.013 0.103
H -0.032 5.365 -3.387 0.092 0.069 -0.073
H 1.414 5.126 -4.385 -0.086 -0.100 0.074
```
Positions in Å, forces in eV/Å.

Output
Relative energy (zero: lowest compared OMol25 entry of this formula, charge and spin) in kcal/mol: 32.4
Maximum force in eV Å⁻¹: 2.29
Orbital gap in eV: 7.6
Charge: +1
2S+1: 1

- Number 3 is which compound?
  C46H71N7O2ScSe